[1]
Below is a molecular structure, C13H33N3O5Sr in a non-equilibrium geometry, with properties calculated with ωB97M-V with the def2-TZVPD basis set.

Calculated values
frontier orbital gap: 5.97 eV

Geometry (Å):
Sr 0.72816 0.44835 0.28113
O 1.67404 2.36438 1.44945
C 2.31017 1.91170 2.62114
C 1.95842 0.52126 3.11564
O 2.08633 -0.52230 2.21782
H 2.10935 2.61981 3.46712
H 3.38602 2.14037 2.45828
H 0.91012 0.50304 3.53140
H 2.51252 0.37508 4.07810
C -1.80633 3.18155 -2.25486
C -1.07312 1.96396 -1.67732
C -1.63717 0.61539 -2.13066
O -1.20810 -0.37664 -1.20166
C -1.89018 -1.60101 -1.30207
N 0.36670 2.06338 -1.83276
H -2.89008 3.05769 -2.29704
H -1.42142 3.44756 -3.24236
H -1.60530 4.04001 -1.61237
H -1.32020 2.00596 -0.60326
H -1.33678 0.39808 -3.16295
H -2.72517 0.71248 -2.03161
H -1.63337 -2.14039 -2.21668
H -2.97747 -1.43072 -1.30084
H -1.64213 -2.17318 -0.41128
H 0.65559 2.16469 -2.79805
H 0.81861 2.82252 -1.32873
C 1.40007 -2.18801 -2.64416
C 2.23331 -2.11243 -1.36497
C 3.18437 -0.93455 -1.41843
O 2.60093 0.35955 -1.36781
C 3.40821 1.38451 -1.89956
N 1.40998 -2.10993 -0.13597
H 0.97633 -1.22006 -2.91214
H 0.56436 -2.88788 -2.51133
H 1.94352 -2.63705 -3.47614
H 3.00794 -2.89551 -1.39078
H 3.93301 -1.03909 -2.21235
H 3.83485 -0.96315 -0.52337
H 3.38107 1.38907 -2.99470
H 4.44905 1.28029 -1.57177
H 3.06909 2.33179 -1.48551
H 2.10754 -2.05377 0.62092
H 1.02720 -3.04211 -0.00062
C -1.65964 -0.65476 2.54489
O -1.35330 0.12530 1.65508
N -2.91509 -0.98558 2.88065
C -3.18424 -1.74784 4.06529
C -4.03498 -0.45866 2.16011
H -0.88773 -1.12518 3.16952
H -3.71206 -1.15887 4.82007
H -2.25832 -2.15599 4.46248
H -3.83917 -2.60085 3.84296
H -4.61948 0.23208 2.77333
H -3.71189 0.02872 1.24678
H -4.70417 -1.27305 1.85194

Atomic partial charges in e from the Mulliken method, atoms 1 to 2: 1.303, -0.883

***

[2]
Below is 2 unconnected molecules or ions with the total composition C6H12O in a non-equilibrium geometry, with properties calculated with ωB97M-V with the def2-TZVPD basis set.

Calculated values
SMILES: C/C=C\C.CC=O
frontier orbital gap: 10.20 eV
energy relative to the best compared isomer or geometry (same formula, charge and spin): 150.4 kJ/mol

Geometry (Å):
C -0.73272 -1.89058 -0.45734
C -0.72379 -0.51842 -1.05187
C -1.11583 0.62776 -0.46535
C -1.68058 0.74125 0.91695
H 0.28394 -2.28738 -0.46798
H -1.09823 -1.91059 0.56527
H -1.33898 -2.55674 -1.07145
H -0.56068 -0.49904 -2.12272
H -1.22683 1.51465 -1.07802
H -2.76496 0.61185 0.89540
H -1.27920 -0.02430 1.57622
H -1.45772 1.71520 1.35023
C 2.01289 0.83602 0.80979
C 1.79818 0.30100 -0.57738
O 2.28900 -0.72414 -0.98962
H 2.83156 1.55401 0.78841
H 1.12759 1.37191 1.14402
H 2.23786 0.02996 1.50433
H 1.39853 1.10757 -1.26890

Atomic partial charges in e from the Mulliken method, atoms 1 to 2: -1.068, -0.134

***

[3]
Below is 2 unconnected molecules or ions with the total composition C5H12N2O2 in a non-equilibrium geometry, with properties calculated with ωB97M-V with the def2-TZVPD basis set.

Calculated values
SMILES: CNC(=O)O.C=CNC
frontier orbital gap (spin up / spin down): 8.06 / 8.06 eV
energy relative to the best compared isomer or geometry (same formula, charge and spin): 380.9 kJ/mol

Geometry (Å):
C -1.94247 -0.04326 1.25201
N -0.58931 -0.41537 0.87515
C 0.59125 0.01674 1.59423
O 1.39721 -0.80324 2.01530
O 0.29606 1.17779 2.27838
H -1.98724 1.03153 1.33402
H -2.62534 -0.40248 0.48114
H -2.23022 -0.48067 2.21701
H -0.48886 -1.38665 0.60947
H 1.01455 1.30936 2.90869
C -0.89708 0.03676 -2.06144
C -0.22934 0.66658 -1.03757
N 1.15989 0.61801 -1.02347
C 1.86381 -0.59979 -1.40602
H -0.60482 -0.93261 -2.42799
H -1.76293 0.50752 -2.49306
H -0.57862 1.65830 -0.76155
H 1.38829 0.73897 0.12959
H 1.72506 -0.79703 -2.46678
H 1.57478 -1.46137 -0.79791
H 2.92531 -0.43908 -1.21919

Atomic partial charges in e from the Mulliken method, atoms 1 to 2: -0.952, -0.102

***

[4]
Below is C23H34N4O2 in the gas phase, with properties calculated with ωB97M-V with the def2-TZVPD basis set.

Calculated values
SMILES: CC1(C)[C@@H](CNC(=O)c2cnn(CC3CC3)c2)CCN1C(=O)C1CC2(CCC2)C1
frontier orbital gap: 9.67 eV
energy relative to the best compared isomer or geometry (same formula, charge and spin): 278.2 kJ/mol

Geometry (Å):
C 1.13638 -1.81013 -0.61788
C 0.30370 -0.54656 -0.83717
C 0.10581 0.20599 0.47736
C 0.89930 0.38395 -1.92511
C 2.41787 0.43747 -2.03004
N 3.06932 0.95384 -0.84194
C 3.06521 2.28605 -0.55968
O 2.57896 3.10578 -1.32171
C 3.65412 2.66756 0.73868
C 4.05723 3.96139 1.12167
N 4.52897 3.97490 2.35413
N 4.41858 2.70819 2.78855
C 4.76615 2.40149 4.16948
C 5.05558 0.94358 4.37641
C 4.86917 0.37388 5.75110
C 3.92143 -0.00644 4.65181
C 3.88286 1.89542 1.86061
C 0.25435 -0.08864 -3.22287
C -1.17065 -0.39545 -2.79673
N -1.00468 -0.91398 -1.43980
C -1.93556 -1.65598 -0.78756
O -1.75452 -2.10239 0.33727
C -3.24428 -1.88030 -1.51344
C -4.38598 -2.52057 -0.70473
C -5.36363 -1.56425 -1.40029
C -6.19475 -2.03591 -2.61404
C -7.26567 -0.99271 -2.22325
C -6.64361 -0.95643 -0.80857
C -4.16871 -0.65783 -1.76075
H 2.08669 -1.57038 -0.13646
H 0.59231 -2.49538 0.02869
H 1.34574 -2.31596 -1.56283
H 1.06457 0.58453 0.83465
H -0.55459 1.06173 0.32443
H -0.32975 -0.44289 1.23360
H 0.55135 1.40083 -1.71939
H 2.82641 -0.55161 -2.23897
H 2.67680 1.08598 -2.86910
H 3.56511 0.32852 -0.23350
H 4.03234 4.85879 0.52619
H 5.63157 3.01684 4.41213
H 3.94353 2.71523 4.81793
H 5.88872 0.56011 3.79944
H 5.57928 -0.36511 6.09222
H 4.50728 1.03672 6.52559
H 2.92063 0.40493 4.68271
H 3.98146 -1.00840 4.25015
H 3.69830 0.85553 2.07255
H 0.30321 0.66051 -4.01253
H 0.74493 -0.99708 -3.58548
H -1.77786 0.51535 -2.79921
H -1.65465 -1.12622 -3.44349
H -3.07044 -2.42375 -2.44524
H -4.55753 -3.59096 -0.81650
H -4.26379 -2.28617 0.35348
H -5.73696 -1.96080 -3.60196
H -6.55997 -3.05457 -2.46839
H -7.12010 -0.04934 -2.74976
H -8.31019 -1.28644 -2.31039
H -7.13867 -1.65909 -0.13518
H -6.55141 0.00851 -0.30871
H -4.00349 0.10418 -0.99408
H -4.16379 -0.18605 -2.74409

Atomic partial charges in e from the Mulliken method, atoms 1 to 2: -1.986, 0.876

***

[5]
Below is a molecular structure, C39H49ClN4O2PSSi2Ti in a non-equilibrium geometry, with properties calculated with ωB97M-V with the def2-TZVPD basis set.

Calculated values
net charge: +1
frontier orbital gap: 7.01 eV
energy relative to the best compared isomer or geometry (same formula, charge and spin): 135.9 kJ/mol

Geometry (Å):
Ti -0.76854 -0.19895 -1.12145
O -2.21705 -1.65656 -1.59456
C -3.52609 -1.85555 -0.97977
C -3.80645 -3.29486 -0.57349
C -2.77057 -4.00265 0.29501
C -2.49187 -3.45786 1.67025
C -2.11409 -4.34293 2.67994
C -1.78057 -3.85252 3.92689
C -1.84824 -2.48390 4.14366
C -2.24906 -1.68271 3.09188
N -2.55649 -2.14261 1.87819
H -2.01079 -2.33269 -2.26130
H -4.27406 -1.50732 -1.69471
H -3.52567 -1.21148 -0.10586
H -3.94095 -3.89784 -1.47658
H -4.77596 -3.28577 -0.06665
H -1.82699 -4.05955 -0.24263
H -3.09547 -5.03848 0.40923
H -2.07906 -5.40505 2.47764
H -1.48051 -4.52560 4.71872
H -1.60647 -2.04808 5.10281
H -2.32858 -0.61084 3.22799
C -5.15013 1.28677 -1.38985
Si -3.53674 1.78449 -0.54665
C -3.29170 3.63859 -0.48449
C -3.69154 1.18845 1.22805
N -2.14344 1.09339 -1.46258
C -2.17679 1.26240 -2.88725
C -3.05863 2.09383 -3.57294
C -3.07251 2.13149 -4.96032
C -2.21148 1.32942 -5.68833
C -1.28883 0.53575 -5.02408
C -1.23100 0.53400 -3.63652
N -0.21731 -0.13781 -2.89399
Si 1.36225 -0.44673 -3.72462
C 1.26223 -1.90206 -4.88547
C 1.78190 1.15237 -4.63442
C 2.70978 -0.72066 -2.45079
H -5.69139 2.16421 -1.74712
H -5.79630 0.77683 -0.67514
H -5.00960 0.62907 -2.24677
H -4.21946 4.12789 -0.18169
H -2.98884 4.06317 -1.44115
H -2.52944 3.89756 0.25316
H -4.75946 1.13453 1.44296
H -3.25610 1.91602 1.91445
H -3.26513 0.21328 1.45699
H -3.74695 2.72455 -3.03468
H -3.76831 2.78630 -5.46588
H -2.23658 1.33378 -6.76883
H -0.59350 -0.06322 -5.59376
H 0.26222 -2.07076 -5.28264
H 1.55720 -2.81857 -4.37660
H 1.93829 -1.73616 -5.72613
H 0.99605 1.90585 -4.58670
H 1.96269 0.95187 -5.69128
H 2.69748 1.58942 -4.23083
H 2.91661 -1.78384 -2.32546
H 2.50308 -0.32820 -1.45430
H 3.62270 -0.24689 -2.81591
Cl -0.72014 0.95535 1.26028
C 0.15022 1.27722 2.78330
C -0.63642 1.88319 3.74794
C -0.05982 2.19876 4.96700
C 1.27647 1.90449 5.19650
C 2.03138 1.29782 4.20865
C 1.48936 0.96448 2.96464
P 2.48563 0.14989 1.65373
C 3.49832 1.55710 1.07343
C 3.12354 2.88510 1.26613
C 3.84748 3.91482 0.68011
C 4.95602 3.63089 -0.10342
C 5.34028 2.31082 -0.29729
C 4.61339 1.28208 0.28080
C 3.65950 -0.81207 2.66197
C 4.86105 -0.32028 3.16802
C 5.67330 -1.12852 3.94860
C 5.29115 -2.43193 4.23519
C 4.09876 -2.93130 3.73118
C 3.29215 -2.12807 2.93982
H -1.67710 2.10438 3.55214
H -0.65971 2.67141 5.73222
H 1.73005 2.14720 6.14719
H 3.07119 1.06349 4.39968
H 2.26780 3.12453 1.88469
H 3.55005 4.94175 0.84581
H 5.52522 4.43346 -0.55225
H 6.21055 2.08187 -0.89795
H 4.92170 0.25496 0.12175
H 5.16927 0.69508 2.94919
H 6.60518 -0.73899 4.33549
H 5.92704 -3.06022 4.84421
H 3.80259 -3.94991 3.94281
H 2.37034 -2.52675 2.53115
O 0.79301 1.63837 -1.06068
H 1.49706 1.63356 -1.72304
H 0.39291 2.51646 -1.08571
S 0.59612 -2.02703 -0.21582
C 0.19799 -2.96934 -1.55510
N -0.13071 -3.59068 -2.47601

Atomic partial charges in e from the Mulliken method, atoms 1 to 2: -0.637, 0.151

***

[6]
Below is a molecular structure, C69H49FI4N9O4Sr in a non-equilibrium geometry, with properties calculated with ωB97M-V with the def2-TZVPD basis set.

Calculated values
net charge: -1
frontier orbital gap: 1.31 eV

Geometry (Å):
Sr -1.18816 0.19251 0.06862
I 8.53254 1.84711 -1.67248
C 6.47574 1.50651 -1.25408
C 6.09344 0.25761 -0.80558
C 4.76324 0.01721 -0.51788
C 3.80134 1.01991 -0.65288
C 4.22904 2.28171 -1.08078
C 5.55244 2.52531 -1.39478
C 2.36114 0.77911 -0.45258
C 1.77664 -0.17749 -1.30268
C 2.49184 -0.93929 -2.30648
C 1.55504 -1.52249 -3.09078
C 0.27154 -1.11669 -2.56948
C -0.95076 -1.37059 -3.19488
C -0.91866 -2.08519 -4.49338
C -0.83946 -1.37029 -5.68588
C -0.89246 -2.02579 -6.90408
C -1.01986 -3.40169 -6.91778
I -1.16356 -4.42069 -8.77538
C -1.08146 -4.13649 -5.75018
C -1.02426 -3.46999 -4.53908
C -2.22256 -0.95009 -2.78568
N -2.47766 -0.16999 -1.72538
C -3.80026 0.05391 -1.68308
C -4.46936 0.90071 -0.79398
C -5.93056 1.03411 -0.98628
C -6.83756 0.51731 -0.06618
C -8.19936 0.69641 -0.24928
C -8.64186 1.40191 -1.35188
I -10.72876 1.69611 -1.61848
C -7.76306 1.92441 -2.28148
C -6.40726 1.72381 -2.09888
C -3.89486 1.74851 0.15742
C -4.62056 2.71781 0.95272
C -3.69136 3.43641 1.62362
C -2.40376 2.88961 1.24392
N -2.58306 1.87551 0.39032
C -1.15766 3.32571 1.70792
C 0.10014 2.79391 1.38932
C 1.35164 3.28031 1.92512
C 2.33124 2.57381 1.31252
C 1.67564 1.66181 0.40162
N 0.34504 1.81001 0.50362
C -1.14596 4.50961 2.59722
C -1.33576 5.78721 2.07612
C -1.25566 6.90211 2.89242
C -0.99196 6.72841 4.23742
I -0.86116 8.42951 5.50192
C -0.82276 5.47281 4.78762
C -0.89766 4.36751 3.95942
C -4.44686 -0.67909 -2.74898
C -3.46266 -1.28639 -3.45208
N 0.45264 -0.36459 -1.46378
H 6.82234 -0.53129 -0.67868
H 4.47614 -0.96549 -0.17058
H 3.50094 3.07411 -1.17298
H 5.84954 3.49861 -1.75558
H 3.55824 -1.00449 -2.42968
H 1.71644 -2.15209 -3.94788
H -0.75116 -0.29389 -5.64778
H -0.84456 -1.46639 -7.82768
H -1.18306 -5.21189 -5.77758
H -1.08096 -4.02179 -3.61118
H -6.47286 -0.02709 0.79502
H -8.90236 0.29331 0.46722
H -8.11856 2.48951 -3.13108
H -5.69446 2.11311 -2.81118
H -5.68996 2.82311 0.99362
H -3.85346 4.24231 2.31852
H 1.46064 4.04361 2.67462
H 3.38984 2.66091 1.48102
H -1.53726 5.90221 1.02062
H -1.38856 7.89111 2.47662
H -0.62966 5.35291 5.84452
H -0.76676 3.37681 4.37062
H -5.50566 -0.71659 -2.92778
H -3.56846 -1.91699 -4.31758
O -2.27946 3.21501 -2.19788
C -2.49636 3.90161 -3.20408
C -3.82056 4.41281 -3.48388
C -4.08926 5.29171 -4.48888
C -3.06526 5.72301 -5.33478
C -1.79376 5.20821 -5.17168
C -1.47366 4.30241 -4.16798
C -0.13456 3.77711 -4.07788
N 0.24194 2.67081 -3.47798
C 1.57584 2.56171 -3.65298
C 2.05184 3.61621 -4.38028
N 0.95544 4.38961 -4.66078
H -4.60616 4.08701 -2.81668
H -5.09846 5.66091 -4.64168
H -3.26396 6.44521 -6.11498
H -1.03096 5.51091 -5.88188
H 2.11504 1.73391 -3.23458
H 3.03714 3.87611 -4.71848
H 0.96514 5.25491 -5.17378
C -0.17036 -4.61029 6.21642
C -0.42946 -5.14209 4.80672
N -0.21706 -4.11409 3.81342
C -1.27866 -3.27219 3.53412
C -1.19496 -2.17789 2.76062
C -2.41836 -1.29749 2.41182
O -3.11606 -0.91359 3.34352
O -2.54826 -1.11959 1.18872
C 0.05854 -1.80769 2.15822
O 0.23624 -0.78179 1.49762
C 1.15274 -2.72879 2.41892
C 2.38904 -2.43869 1.82162
C 3.49164 -3.18039 2.14532
F 4.70884 -2.83189 1.61962
C 3.40574 -4.26189 3.01592
C 2.15844 -4.59719 3.56052
C 1.01734 -3.83939 3.28222
N 4.53304 -5.00559 3.49092
C 4.89554 -4.66699 4.85062
C 5.75764 -5.79369 5.40962
N 6.96814 -5.90839 4.54952
C 6.58794 -6.20299 3.13782
C 5.70234 -5.06089 2.64562
H -0.39806 -5.37039 6.95912
H -0.80026 -3.74409 6.40042
H 0.86774 -4.30539 6.32542
H -1.46836 -5.47419 4.73632
H 0.20804 -6.00379 4.59442
H -2.21866 -3.55159 3.98702
H 2.42924 -1.59639 1.14822
H 2.13244 -5.45679 4.21102
H 3.98474 -4.56889 5.44152
H 5.44484 -3.70909 4.91602
H 5.20964 -6.73499 5.35332
H 6.05374 -5.59979 6.44162
H 7.61024 -6.61919 4.91322
H 7.43934 -4.99299 4.55592
H 6.03554 -7.14269 3.12002
H 7.48874 -6.29089 2.52892
H 5.39254 -5.24989 1.61772
H 6.29104 -4.12759 2.65402

Atomic partial charges in e from the Mulliken method, atoms 1 to 2: 5.143, -0.016